w) 21
Properties=species:S:1:pos:R:3 method="wB97M-V/def2-TZVPD" smiles="CCNC(=O)CC.O" total_charge=0 spin_multiplicity=1 gap_ha=0.3764 e_lumo_ev=0.6 homo_energy_ha=-0.3538
C -1.18202 2.06187 2.56530
C -0.70204 2.26962 1.06749
N -0.10823 1.02116 0.58057
C -0.74447 0.15308 -0.24252
O -1.96071 0.27336 -0.56282
C 0.12691 -0.91389 -0.79876
C -0.52280 -2.19893 -1.05716
H -0.38157 2.38569 3.25161
H -1.34840 0.98038 2.70423
H -2.10959 2.59726 2.82910
H -1.63429 2.56242 0.54727
H 0.05720 3.04843 0.86146
H 0.86932 0.87506 0.84436
H 0.52017 -0.50136 -1.74776
H 0.99039 -1.11594 -0.13617
H 0.28089 -2.90918 -1.31451
H -1.30565 -2.25769 -1.83194
H -0.96125 -2.49897 -0.09054
O 3.48130 -2.09370 -2.13390
H 2.72829 -1.49061 -2.32758
H 3.90657 -2.24804 -3.00773

---

x) 21
Properties=species:S:1:pos:R:3 method="wB97M-V/def2-TZVPD" total_charge=0 spin_multiplicity=1 gap_ha=0.3506 e_lumo_ev=0.8 homo_energy_ha=-0.3197
C -1.56487 0.15027 -0.25586
C 1.00983 0.10027 0.41218
C -0.31211 0.34646 -1.05802
C 1.13533 -1.40566 0.45456
C 2.20032 0.80879 -0.20544
N -1.22596 0.50027 1.13993
O -2.07243 -1.15714 -0.16717
O -2.60584 0.98912 -0.73729
H -1.57071 -1.78361 -0.69844
H -3.44259 0.63875 -0.40465
H 0.98567 0.44442 1.44869
H -1.05947 1.49975 1.19585
H -1.98855 0.27944 1.78244
H -0.21753 -0.40582 -1.83892
H -0.28450 1.35441 -1.46892
H 1.96867 -1.68191 1.11040
H 2.41472 0.41175 -1.19415
H 0.22921 -1.85634 0.85701
H 1.31620 -1.80640 -0.54049
H 3.07176 0.69371 0.45075
H 2.01286 1.87948 -0.28248

---

What should be chosen as the most stable of them? Choose w).

---

w) 21
Properties=species:S:1:pos:R:3 method="wB97M-V/def2-TZVPD" smiles="C=C/C=C/NC.O.O" total_charge=0 spin_multiplicity=1 gap_ha=0.3186 e_lumo_ev=0.6 homo_energy_ha=-0.2969
C 3.10060 0.58269 -0.92400
C 2.60963 -0.21615 0.00568
C 1.33739 -0.10481 0.70538
C 0.99064 0.99014 1.37607
N -0.22559 1.33717 1.94458
C -1.39659 0.50127 1.83519
H 4.04769 0.42029 -1.40560
H 2.53124 1.47030 -1.19363
H 3.18512 -1.10930 0.18762
H 0.67425 -0.96333 0.67211
H 1.69893 1.81435 1.37342
H -0.06987 1.79589 2.82620
H -2.15864 1.03217 1.25569
H -1.17325 -0.43066 1.31982
H -1.84532 0.28271 2.80271
O -1.35355 -0.60984 -1.77632
H -1.37100 0.15466 -1.18759
H -0.84406 -0.26171 -2.52146
O -3.43510 -2.57980 -2.46203
H -3.70221 -1.72465 -2.81346
H -2.60031 -2.38139 -2.02038

---

x) 21
Properties=species:S:1:pos:R:3 method="wB97M-V/def2-TZVPD" smiles="C=CCO.NCCO" total_charge=0 spin_multiplicity=1 gap_ha=0.3808 e_lumo_ev=0.9 homo_energy_ha=-0.3477
C -1.80256 0.45609 1.67688
C -0.65072 -0.17256 1.84840
C 0.52817 0.45239 2.53358
O 1.00872 -0.47974 3.49326
H -2.61562 0.09960 1.06266
H -1.96919 1.44038 2.10283
H -0.45840 -1.16067 1.44562
H 1.28648 0.65244 1.76933
H 0.24296 1.40233 2.99161
H 1.68675 -0.05786 4.02180
N -1.62626 -0.21326 -1.84186
C -0.18873 -0.08571 -1.62957
C 0.53384 -0.10164 -2.96379
O 1.92962 0.04250 -2.70995
H -2.12811 0.57768 -1.46584
H -1.97997 -1.02015 -1.35858
H 0.25937 -0.84742 -0.99086
H 0.04526 0.89472 -1.20381
H 0.16783 0.73420 -3.56927
H 0.34135 -1.01635 -3.53403
H 2.38639 0.09349 -3.54849

---

What should be chosen as the most stable of them? Choose w).

---

w) 21
Properties=species:S:1:pos:R:3 method="wB97M-V/def2-TZVPD" smiles="N[C@H](O)C=O.CCC" total_charge=0 spin_multiplicity=1 gap_ha=0.3835 e_lumo_ev=0.6 homo_energy_ha=-0.3624
N -1.90457 1.74679 0.47265
C -2.35967 0.40238 0.65537
O -2.57407 0.02055 1.97368
C -1.33264 -0.68051 0.03672
O -1.08565 -1.65299 0.72363
H -1.06408 1.93095 1.01627
H -2.61313 2.42363 0.73057
H -3.26866 0.26559 0.03720
H -2.05518 -0.85958 2.09039
H -1.13049 -0.59593 -1.04193
C 1.94418 -1.42451 -0.06382
C 1.62199 0.06177 -0.11519
C 1.70402 0.62614 -1.52732
H 1.25992 -1.98407 -0.69522
H 2.96823 -1.61075 -0.39782
H 1.83229 -1.80913 0.94156
H 2.30398 0.60857 0.54202
H 0.58286 0.23016 0.27201
H 1.01442 0.10107 -2.18795
H 2.71135 0.51547 -1.92636
H 1.44492 1.68439 -1.53647

---

x) 21
Properties=species:S:1:pos:R:3 method="wB97M-V/def2-TZVPD" smiles="CCCC(=O)NC.O" total_charge=0 spin_multiplicity=1 gap_ha=0.3648 e_lumo_ev=0.6 homo_energy_ha=-0.3413
C -2.08285 -0.68509 0.77728
C -2.14471 -0.26474 -0.71139
C -1.09561 0.83188 -0.97273
C 0.27784 0.12253 -1.03546
O 0.47908 -0.68122 -1.93901
N 1.21590 0.33798 -0.08632
C 1.11412 1.03138 1.23356
H -2.79067 -1.44024 1.13701
H -2.41713 0.20889 1.31166
H -1.10099 -1.06016 1.04121
H -2.03042 -1.06671 -1.44161
H -3.17487 0.06544 -0.88798
H -1.18697 1.59950 -0.21413
H -1.27932 1.32861 -1.92012
H 2.11174 -0.14160 -0.14287
H 1.14067 0.28404 2.01971
H 0.17290 1.55025 1.23972
H 1.91277 1.76756 1.25997
O 3.75589 -0.94853 -0.40339
H 3.18168 -1.62689 -0.74602
H 3.94095 -1.21289 0.48091

---

What should be chosen as the most stable of them? Choose x).

---

w) 21
Properties=species:S:1:pos:R:3 method="wB97M-V/def2-TZVPD" total_charge=0 spin_multiplicity=1 gap_ha=0.3129 e_lumo_ev=0.6 homo_energy_ha=-0.2925
C 0.20902 0.96814 0.79577
C 0.25250 -1.09593 -0.14274
C -0.63365 -0.30250 0.79200
C -2.40413 0.38225 -2.27875
C 2.33124 -0.47590 1.76246
N 1.61565 -0.06881 0.56349
O -1.04652 0.30277 -1.97750
O 0.04371 1.75818 -0.23922
H -0.58715 1.18931 -1.13802
H 2.23584 0.27573 -0.16327
H 0.36316 1.46507 1.75977
H 0.34929 -2.16710 0.04589
H 0.45009 -0.77190 -1.14714
H -0.64787 -0.75505 1.78648
H -1.65270 -0.18389 0.42637
H -2.70767 -0.43261 -2.94953
H -2.65546 1.33246 -2.77690
H -3.04632 0.32991 -1.37951
H 2.89777 0.36222 2.17882
H 3.00960 -1.30899 1.55736
H 1.62359 -0.80334 2.52418

---

x) 21
Properties=species:S:1:pos:R:3 method="wB97M-V/def2-TZVPD" total_charge=0 spin_multiplicity=1 gap_ha=0.2039 e_lumo_ev=-2.6 homo_energy_ha=-0.2998
C 0.69048 -0.60151 1.26986
N 0.38150 0.48330 0.29976
C -0.17301 0.38234 -0.96148
C -1.61372 0.63440 -1.13077
O -2.33575 -0.67945 -1.12041
C 0.57587 -0.12819 -2.15184
O 2.68767 1.38559 1.29985
C -0.64159 -0.82292 2.06073
H 1.02829 -1.57992 0.94209
H 1.44764 -0.08929 1.86002
H 1.24564 1.20104 0.38732
H 1.37465 0.55981 -2.48297
H -2.23875 1.04677 -0.36616
H -1.70726 1.03889 -2.15984
H -1.49175 -1.15709 -1.07512
H -0.20344 -0.13064 -2.92953
H 1.00609 -1.11519 -2.10261
H 2.90126 2.23995 1.68868
H -1.35997 -1.22329 1.33445
H -0.54987 -1.56121 2.85996
H -1.02399 0.11663 2.47803

---

What should be chosen as the most stable of them? Choose w).

---

w) 21
Properties=species:S:1:pos:R:3 method="wB97M-V/def2-TZVPD" smiles="C/C=C/C=C/N.O.O" total_charge=0 spin_multiplicity=1 gap_ha=0.2957 e_lumo_ev=0.5 homo_energy_ha=-0.2760
C -0.93608 2.82752 -0.49024
C -0.80523 1.52017 0.20652
C -1.43392 0.36247 0.01751
C -1.18974 -0.88678 0.69206
C -0.22093 -1.00314 1.61633
N -0.11397 -1.97361 2.64244
H -1.95323 3.17546 -0.80923
H -0.42084 3.72111 -0.05024
H -0.32992 2.75468 -1.39706
H 0.03030 1.42076 0.86464
H -2.45105 0.37182 -0.46736
H -2.01213 -1.66844 0.58751
H 0.45667 -0.10154 1.68691
H 0.74849 -2.42449 2.69489
H -0.92367 -2.58371 2.83012
O 0.91034 -2.37254 -1.93190
H 1.45650 -2.67090 -2.58969
H 1.27837 -2.48440 -1.07308
O 2.52526 0.96712 -1.43823
H 2.89805 0.90142 -2.39155
H 2.48672 0.14700 -1.20033

---

x) 21
Properties=species:S:1:pos:R:3 method="wB97M-V/def2-TZVPD" smiles="C=NCCCCO.O" total_charge=0 spin_multiplicity=1 gap_ha=0.3765 e_lumo_ev=0.7 homo_energy_ha=-0.3491
C -1.65339 -0.17792 -2.09013
N -0.58943 -0.82806 -1.88345
C 0.65140 -0.17818 -1.53665
C 0.62474 1.10526 -0.71970
C 1.44756 1.06618 0.52290
C 0.78833 0.31362 1.67276
O -0.32214 1.06394 2.20770
H -2.56166 -0.77826 -2.13877
H -1.80365 0.89741 -2.21277
H 1.13986 0.07456 -2.48941
H 1.25779 -0.96984 -1.07886
H -0.40748 1.40576 -0.49707
H 0.92041 1.93575 -1.37304
H 1.60552 2.07204 0.97341
H 2.48223 0.79835 0.35399
H 1.44866 0.33112 2.54013
H 0.62292 -0.77078 1.61309
H -0.94444 1.20352 1.48189
O -0.77892 -2.20532 1.14672
H -1.48396 -2.32920 0.51476
H -1.17922 -1.87776 1.93968

---

What should be chosen as the most stable of them? Choose x).

---

w) 12
Properties=species:S:1:pos:R:3 method="wB97M-V/def2-TZVPD" total_charge=0 spin_multiplicity=1 gap_ha=0.2377 e_lumo_ev=-3.2 homo_energy_ha=-0.3545
C 1.36050 0.89957 0.92105
C 1.53857 -0.35754 0.01274
C 0.73704 -0.41525 -1.30101
S -1.95653 -0.08523 0.20013
H 0.78373 0.70678 1.83434
H 2.42598 1.25587 1.26337
H 0.87172 1.68110 0.45565
H 1.25709 -1.24253 0.53107
H 2.61540 -0.56747 -0.20937
H -0.34053 -0.34640 -1.05179
H 0.95111 -1.34814 -1.88008
H 0.92341 0.46388 -1.94196

---

x) 12
Properties=species:S:1:pos:R:3 method="wB97M-V/def2-TZVPD" smiles=CCSC total_charge=0 spin_multiplicity=1 gap_ha=0.3501 e_lumo_ev=1.1 homo_energy_ha=-0.3102
C 1.31162 0.55994 0.14933
C 0.26979 0.62888 -0.95500
S -0.91084 -0.75037 -1.09462
C -1.46347 -1.02744 0.59845
H 1.78871 1.54717 0.25170
H 2.20397 0.05112 -0.13678
H 0.94332 0.29141 1.13195
H 0.83065 0.49625 -1.87866
H -0.26222 1.57558 -0.99782
H -0.77644 -0.54116 1.27845
H -2.49976 -0.74878 0.77514
H -1.43531 -2.08260 0.87786

---

y) 12
Properties=species:S:1:pos:R:3 method="wB97M-V/def2-TZVPD" smiles="C=C.CS" total_charge=0 spin_multiplicity=1 gap_ha=0.3654 e_lumo_ev=1.0 homo_energy_ha=-0.3284
C 0.74345 0.67390 1.28021
C 1.66921 0.42216 0.36529
H -0.00890 1.42945 1.05855
H 0.54533 0.13798 2.19725
H 1.68171 1.07780 -0.50531
H 2.43520 -0.34832 0.33411
C -1.47354 -0.14984 -0.72398
S -0.84748 -1.61928 -1.59515
H -2.37302 0.17793 -1.25737
H -1.72271 -0.34016 0.36094
H -0.70399 0.59142 -0.89029
H 0.05475 -2.05305 -0.62425

---

What should be chosen as the most stable of them? Choose x).

---

w) 25
Properties=species:S:1:pos:R:3 method="wB97M-V/def2-TZVPD" total_charge=+1 spin_multiplicity=1 gap_ha=0.3780 e_lumo_ev=-3.0 homo_energy_ha=-0.4866
C -1.43151 1.37102 -2.04063
N -2.06213 2.17775 -0.94133
C -0.22507 0.81081 -1.30165
N -0.39696 -0.56430 -0.66254
C 0.09537 -0.64006 0.82136
H -2.16153 0.60784 -2.64942
H -1.09082 1.82482 -2.95479
H -3.06730 2.19538 -0.92366
H -1.72390 3.10097 -1.00528
H 0.52739 0.79949 -1.89808
H 0.13407 1.53557 -0.48166
H 0.12062 -1.32165 -1.25670
H -1.40376 -0.81474 -0.60901
H -0.51953 -1.35560 1.55198
H 1.22829 -0.91253 0.81310
H 0.05993 0.23809 1.30014
H 3.09819 -3.22433 -0.01131
H 1.67467 -3.13179 0.45874
O 2.45472 -2.64642 0.30755
H 0.19097 -2.82597 -3.10345
H 1.71666 -2.51306 -2.67964
O 0.77586 -2.49544 -2.33101
H 0.65303 3.06872 5.88189
H 0.96751 2.27425 7.20037
O 0.38526 2.44116 6.51502

---

x) 25
Properties=species:S:1:pos:R:3 method="wB97M-V/def2-TZVPD" total_charge=+1 spin_multiplicity=1 gap_ha=0.3992 e_lumo_ev=-2.7 homo_energy_ha=-0.4990
N 0.28960 0.87158 -0.51472
C -0.82467 -0.13745 -0.84114
C -1.81823 0.65084 -1.74737
C -1.34297 -0.71241 0.59174
N -1.92192 0.47423 1.28561
H 1.20476 0.41928 -0.53341
H 0.05717 1.32962 0.40640
H 0.42775 1.67727 -1.08069
H -0.34899 -0.99279 -1.43284
H -2.27453 1.53534 -1.11473
H -2.67739 0.06177 -2.06404
H -1.38208 1.19273 -2.64607
H -1.95681 -1.56401 0.45818
H -0.45414 -1.12694 1.27333
H -2.72014 0.70680 0.88170
H -1.99681 0.25678 2.26688
H 3.48327 -1.88821 -0.47001
H 3.48658 -1.74865 -1.97046
O 3.24764 -1.30309 -1.10334
H 1.30414 -3.88880 1.82160
H 2.22692 -2.90742 1.20517
O 1.37934 -2.98161 1.62814
H 1.36326 3.74559 0.83984
H 0.67508 3.05128 1.88860
O 0.57320 3.27827 0.97164

---

What should be chosen as the most stable of them? Choose x).

---

w) 51
Properties=species:S:1:pos:R:3 method="wB97M-V/def2-TZVPD" total_charge=0 spin_multiplicity=1 gap_ha=0.3734 e_lumo_ev=-0.2 homo_energy_ha=-0.3805
O 1.97420 -3.14000 -1.22227
H 1.65520 -3.00400 -2.11527
H 1.20120 -3.22300 -0.72227
O 0.13820 0.07700 0.05273
H 0.08420 -0.49300 -0.72927
H 0.66020 -0.42500 0.72173
O 2.80220 -0.43400 -0.95727
H 2.67120 -1.29100 -1.38927
H 2.31620 0.23200 -1.48027
O -2.60880 0.07300 -0.97827
H -1.91980 0.11500 -0.34527
H -3.08380 0.90100 -0.89327
O -2.48780 2.18800 1.04473
H -1.54180 2.06600 1.00673
H -2.45880 3.09200 0.74273
O 1.28420 1.06500 -2.50827
H 0.42320 1.45500 -2.30327
H 1.84820 1.73200 -2.92527
O -2.45480 -2.87000 -0.66327
H -2.60980 -2.91900 -1.60027
H -2.47880 -1.95700 -0.40227
O -1.67680 0.09600 -3.71427
H -1.37280 0.97100 -4.07627
H -1.80980 0.42700 -2.83027
O -0.89880 2.64400 -1.81427
H -1.86880 2.68400 -1.75827
H -0.44880 2.79600 -0.95227
O 0.33720 2.94500 0.62673
H 0.13120 3.17100 1.52773
H 0.77920 2.09500 0.72573
O 1.43420 -1.19700 2.06573
H 1.12320 -1.24800 2.96573
H 2.38520 -1.19700 2.08973
O 2.59020 1.42400 0.92873
H 2.36520 0.65100 0.34273
H 3.37220 1.79400 0.58773
O 1.83620 1.18600 3.63973
H 2.16320 1.02900 2.74373
H 1.92420 0.35500 4.12473
O -0.11180 -1.57400 -2.02527
H -0.93180 -2.08400 -2.07527
H -0.05080 -1.04800 -2.83127
O -1.97580 -1.22800 1.52973
H -1.40380 -0.54900 1.95773
H -1.75480 -1.98400 2.11373
O 0.12620 -3.14600 0.62273
H -0.72480 -2.75200 0.39773
H 0.58620 -2.45400 1.13373
O -0.65380 0.66700 3.10373
H 0.29520 0.91200 3.13073
H -1.17980 1.37400 3.38573

---

x) 51
Properties=species:S:1:pos:R:3 method="wB97M-V/def2-TZVPD" total_charge=0 spin_multiplicity=1 gap_ha=0.3689 e_lumo_ev=-0.1 homo_energy_ha=-0.3734
O -22.61100 -7.92400 -7.19400
H -23.22700 -7.28900 -7.54200
H -23.23000 -8.36200 -6.60200
O -20.41400 -4.47100 -10.60600
H -20.21900 -3.95600 -11.36700
H -20.70100 -3.84200 -9.93500
O -21.37500 -4.68900 -7.91000
H -22.18100 -4.97900 -7.44000
H -20.75500 -4.67500 -7.17400
O -23.84600 -5.81300 -8.52800
H -24.66500 -6.06200 -8.97400
H -23.06500 -5.93200 -9.02700
O -24.41500 -3.10200 -7.70900
H -24.04800 -3.57900 -7.01200
H -25.31700 -3.33100 -7.52100
O -25.34200 -6.37700 -6.32600
H -25.71500 -5.79600 -5.65600
H -24.84700 -5.71900 -6.83300
O -20.72500 -6.79900 -5.48400
H -20.93300 -7.52500 -4.90200
H -21.23500 -7.08400 -6.28300
O -23.39000 -6.66400 -4.06500
H -23.83100 -7.50100 -4.30600
H -23.14900 -6.26200 -4.91000
O -18.85200 -6.49100 -8.25000
H -19.76000 -6.21400 -8.38500
H -18.45800 -5.66600 -8.47400
O -19.73500 -2.17300 -8.30900
H -19.84000 -1.92700 -7.34300
H -19.48900 -1.33100 -8.69700
O -22.19500 -1.60900 -9.07300
H -21.35300 -1.93300 -8.73600
H -22.71500 -2.44300 -9.18600
O -21.67900 -6.90600 -9.94700
H -21.08800 -7.63600 -10.11700
H -21.16100 -6.13700 -10.13400
O -20.89600 -4.10100 -4.16900
H -20.29600 -3.98900 -4.91900
H -20.87600 -5.03300 -3.92900
O -23.27000 -4.41800 -5.74400
H -22.52000 -4.05200 -5.27600
H -24.04900 -4.29300 -5.13300
O -19.30900 -4.37100 -6.24100
H -19.14900 -5.34900 -6.18700
H -18.54800 -4.04900 -5.73200
O -23.24200 -3.87500 -10.32900
H -23.65800 -4.07400 -9.48600
H -23.81000 -3.17300 -10.54100
O -17.61000 -3.89100 -8.56500
H -17.64100 -3.27200 -9.32000
H -18.36300 -3.59200 -8.03600

---

What should be chosen as the most stable of them? Choose w).